# 1
Entry from the OMol25 dataset: a cluster of 15 separate species, C45H90O45 in total (ωB97M-V/def2-TZVPD).

Computed properties:
Electronic energy: -5154.22957 hartree
Orbital gap: 10.46 eV

Geometry as ORCA input:
```
! RIJCOSX wB97M-V def2-TZVPD def2/J DEFGRID3
* xyz 0 1
C 14.263 17.294 20.903
O 13.133 16.684 20.255
C 12.004 16.494 20.933
O 11.786 16.912 22.049
O 11.100 15.932 20.101
C 9.748 15.879 20.288
H 14.649 16.804 21.797
H 13.988 18.319 21.151
H 15.070 17.297 20.170
H 9.432 14.907 20.666
H 9.425 15.939 19.248
H 9.299 16.653 20.911
C 3.562 13.163 13.749
O 2.674 13.484 14.738
C 2.857 14.540 15.595
O 3.896 15.142 15.830
O 1.692 14.800 16.188
C 1.539 15.975 16.938
H 4.522 12.968 14.227
H 3.903 13.981 13.115
H 3.200 12.335 13.140
H 0.685 16.541 16.566
H 2.421 16.613 16.877
H 1.402 15.785 18.003
C 2.404 6.347 14.679
O 3.716 5.834 15.101
C 4.821 6.408 14.610
O 4.900 7.476 13.927
O 5.868 5.745 15.062
C 7.157 6.259 14.805
H 1.564 6.051 15.307
H 2.206 5.960 13.680
H 2.395 7.430 14.560
H 7.294 6.480 13.747
H 8.013 5.638 15.068
H 7.355 7.222 15.274
C 16.896 16.945 9.861
O 15.542 16.644 9.447
C 14.544 17.415 9.826
O 14.634 18.363 10.645
O 13.374 16.920 9.358
C 12.097 17.294 9.857
H 17.111 17.001 10.928
H 17.015 17.963 9.490
H 17.630 16.293 9.387
H 11.475 17.829 9.139
H 12.144 17.663 10.881
H 11.677 16.301 10.019
C 5.173 17.952 12.715
O 4.608 18.821 13.653
C 3.373 19.275 13.482
O 2.661 19.105 12.475
O 2.879 19.703 14.622
C 1.584 20.130 14.659
H 4.513 17.286 12.159
H 5.886 17.269 13.177
H 5.806 18.390 11.943
H 1.568 21.097 14.156
H 1.267 20.201 15.699
H 0.924 19.342 14.296
C 12.694 8.395 15.261
O 12.059 9.229 16.264
C 12.731 9.399 17.445
O 13.828 8.904 17.760
O 11.983 10.154 18.208
C 12.416 10.650 19.534
H 13.679 8.010 15.527
H 12.738 8.929 14.312
H 12.005 7.552 15.201
H 11.515 10.880 20.103
H 12.926 11.593 19.339
H 13.055 9.952 20.076
C 15.979 12.897 12.547
O 15.943 13.716 13.758
C 17.169 14.192 14.113
O 18.273 13.822 13.650
O 16.960 15.283 14.829
C 18.069 16.118 15.142
H 16.450 11.914 12.576
H 16.221 13.490 11.665
H 14.918 12.648 12.564
H 17.772 16.551 16.097
H 18.373 16.907 14.454
H 18.945 15.663 15.605
C -0.925 5.280 6.352
O -0.043 6.299 6.659
C 0.413 6.410 7.942
O 0.198 5.631 8.883
O 1.340 7.326 8.003
C 1.897 7.758 9.237
H -1.853 5.407 6.910
H -0.719 4.262 6.682
H -1.131 5.276 5.282
H 1.247 8.453 9.770
H 2.876 8.235 9.268
H 1.955 6.924 9.936
C 8.546 10.328 11.502
O 9.275 10.777 12.623
C 9.632 12.039 12.662
O 9.232 12.865 11.859
O 10.221 12.293 13.833
C 10.733 13.523 14.172
H 7.730 11.014 11.275
H 8.083 9.364 11.716
H 9.156 10.145 10.617
H 10.069 14.367 14.357
H 11.424 13.815 13.381
H 11.243 13.286 15.106
C 3.075 17.878 7.613
O 4.431 17.438 7.629
C 4.759 16.260 7.218
O 4.005 15.562 6.524
O 5.965 15.977 7.631
C 6.546 14.739 7.454
H 2.841 18.058 6.564
H 2.953 18.813 8.159
H 2.333 17.257 8.116
H 6.165 14.105 8.254
H 7.590 14.921 7.711
H 6.544 14.227 6.491
C 12.185 15.094 3.533
O 12.393 14.286 4.722
C 11.766 13.110 4.804
O 10.886 12.656 4.042
O 12.437 12.501 5.767
C 12.036 11.213 6.077
H 11.263 15.667 3.629
H 12.069 14.526 2.610
H 13.090 15.685 3.396
H 10.976 11.280 6.322
H 12.656 10.878 6.909
H 12.088 10.464 5.287
C 5.282 1.183 4.317
O 5.904 1.570 5.560
C 5.432 2.599 6.276
O 4.592 3.329 5.856
O 6.002 2.557 7.479
C 5.578 3.489 8.478
H 5.234 1.979 3.574
H 4.310 0.697 4.403
H 5.950 0.430 3.900
H 6.079 3.200 9.402
H 4.515 3.353 8.677
H 5.838 4.521 8.244
C 10.557 4.632 7.668
O 10.677 4.205 9.065
C 11.260 4.861 10.037
O 11.667 6.061 10.043
O 11.401 4.089 11.129
C 11.071 2.710 11.272
H 11.522 4.904 7.241
H 9.949 5.537 7.662
H 10.190 3.728 7.182
H 11.936 2.119 10.971
H 10.236 2.464 10.615
H 10.809 2.667 12.329
C 7.091 7.749 3.542
O 5.928 8.553 3.879
C 5.729 9.025 5.158
O 6.515 8.895 6.080
O 4.626 9.817 5.231
C 3.854 10.148 4.063
H 7.966 8.399 3.543
H 7.003 7.320 2.544
H 7.197 6.905 4.223
H 4.459 10.449 3.208
H 3.320 11.088 4.203
H 3.090 9.388 3.895
C 14.106 19.644 15.953
O 14.151 20.925 16.537
C 15.350 21.480 16.653
O 16.472 21.064 16.240
O 15.142 22.737 17.118
C 16.218 23.494 17.511
H 14.469 18.768 16.491
H 14.552 19.607 14.959
H 13.050 19.469 15.745
H 16.918 23.801 16.735
H 16.750 22.947 18.290
H 15.762 24.402 17.905
*
```

# 2
Entry from the OMol25 dataset: a structure of composition C22H17N9Pt (ωB97M-V/def2-TZVPD).

Computed properties:
Electronic energy: -1459.93609 hartree
<S²>: 2.023
Orbital gap (alpha / beta): 4.76 / 5.30 eV

Geometry as ORCA input:
```
! RIJCOSX wB97M-V def2-TZVPD def2/J DEFGRID3
* xyz 2 3
Pt -0.140 -1.467 0.139
C 4.221 -1.358 0.572
C 3.005 -1.907 0.563
N 1.901 -1.327 0.573
C 2.116 0.193 0.470
C 3.401 0.725 0.470
N 4.535 -0.115 0.562
C 0.957 1.112 0.493
C 0.924 2.444 0.383
C -0.228 3.245 0.163
C -1.363 2.520 -0.004
C -1.317 1.112 0.014
N -0.224 0.528 0.309
C -2.404 0.220 -0.170
C -3.724 0.625 -0.395
N -4.681 -0.187 -0.467
C -4.626 -1.464 -0.280
C -3.210 -1.942 -0.185
N -2.141 -1.099 -0.144
C -0.168 4.753 -0.096
C 0.987 5.416 -0.201
C 1.032 6.830 -0.378
N 0.019 7.578 -0.538
C -1.177 6.864 -0.524
C -1.278 5.546 -0.253
H 5.067 -2.034 0.429
H 2.815 -2.980 0.824
H 3.553 1.771 0.439
H 1.963 2.692 0.336
H -2.307 3.031 -0.408
H -4.229 1.628 -0.530
H -5.510 -2.081 -0.247
H -3.178 -3.064 -0.114
H 1.940 4.898 -0.194
H 2.038 7.387 -0.358
H -2.012 7.578 -0.588
H -2.279 5.168 -0.292
N 2.152 -6.308 -0.823
C 1.032 -5.657 -0.374
C 0.946 -4.240 -0.569
N 0.023 -3.559 0.097
C -0.932 -4.291 0.712
C -0.967 -5.658 0.616
N 0.030 -6.376 0.077
H 3.022 -5.755 -0.666
H 2.209 -7.311 -0.486
H 1.757 -3.741 -1.078
H -1.679 -3.702 1.257
H -1.871 -6.242 0.865
*
```

| no. | maximum force (eV Å⁻¹) |
| --- | --- |
| 1 | 4.5 |
| 2 | 9.1 |